Entry from the Open Molecules 2025 dataset: C27H50BCrN11O3S3 as an isolated structure (ωB97M-V/def2-TZVPD).

Values from the calculation:
Orbital gap (spin up / spin down)   7.26 / 8.50 eV
HOMO level (spin up / spin down)   -0.4492 / -0.4859 Eh
DFT total energy   -4150.40125 Eh
Expectation value of S²   6.0558

```
! wB97M-V def2-TZVPD RIJCOSX def2/J DEFGRID3
* xyz 2 5
Cr -0.211 0.627 -0.131
C -2.767 -5.173 1.574
C -2.585 -3.710 1.158
C -2.688 -3.652 -0.362
C -3.655 -2.834 1.802
N -1.246 -3.246 1.678
C -0.859 -3.580 2.966
C 0.364 -3.061 3.172
N 0.740 -2.402 2.024
B 2.150 -1.763 1.940
N 2.208 -0.323 2.505
C 3.392 0.126 3.047
C 3.151 1.296 3.667
N 1.808 1.577 3.516
C 1.251 0.580 2.793
S -0.408 0.496 2.266
C 1.132 2.769 4.144
C 0.103 2.272 5.156
C 2.185 3.598 4.876
C 0.499 3.648 3.066
N 2.716 -2.020 0.491
C 2.827 -3.348 0.145
C 3.369 -3.427 -1.086
N 3.583 -2.141 -1.523
C 3.172 -1.304 -0.543
S 3.299 0.434 -0.635
C 4.216 -1.799 -2.855
C 5.473 -0.966 -2.613
C 3.189 -1.083 -3.727
C 4.623 -3.101 -3.537
C -0.260 -2.492 1.132
S -0.226 -1.750 -0.447
H -3.673 -5.555 1.108
H -2.886 -5.302 2.648
H -1.929 -5.783 1.236
H -3.608 -4.166 -0.638
H -1.857 -4.159 -0.850
H -2.738 -2.637 -0.744
H -4.640 -3.133 1.445
H -3.505 -1.783 1.548
H -3.647 -2.921 2.889
H -1.473 -4.171 3.616
H 1.013 -3.121 4.027
H 2.855 -2.415 2.659
H 4.301 -0.440 2.962
H 3.821 1.935 4.208
H 0.586 1.674 5.930
H -0.677 1.677 4.686
H -0.365 3.132 5.635
H 2.650 3.045 5.691
H 1.682 4.459 5.313
H 2.957 3.973 4.203
H -0.381 3.171 2.642
H 1.220 3.866 2.277
H 0.191 4.587 3.525
H 2.525 -4.131 0.818
H 3.627 -4.288 -1.670
H 5.257 0.028 -2.229
H 5.993 -0.833 -3.561
H 6.149 -1.474 -1.925
H 2.897 -0.122 -3.314
H 2.298 -1.699 -3.850
H 3.627 -0.912 -4.711
H 5.345 -3.668 -2.949
H 5.101 -2.840 -4.480
H 3.765 -3.730 -3.771
N -2.288 2.294 -3.068
C -3.285 2.923 -2.135
C -4.061 1.887 -1.321
C -3.455 1.427 0.009
N -2.395 0.392 -0.156
C -2.936 2.607 0.820
C -1.978 3.497 0.039
N -0.682 2.805 -0.171
C -2.620 3.983 -1.263
H -2.730 1.610 -3.681
H -1.456 1.784 -2.613
H -1.882 2.999 -3.685
H -3.985 3.417 -2.809
H -4.332 1.029 -1.945
H -5.011 2.366 -1.072
H -4.275 0.969 0.568
H -2.591 -0.204 -0.957
H -2.446 -0.256 0.629
H -2.444 2.242 1.724
H -3.787 3.206 1.152
H -1.793 4.396 0.633
H -0.088 2.946 0.647
H -0.150 3.244 -0.919
H -1.907 4.569 -1.851
H -3.408 4.686 -0.986
O -0.396 0.133 -4.067
N 0.014 -0.127 -2.989
O -0.255 0.851 -2.107
O 1.814 2.105 0.436
N 1.774 0.880 0.051
*
```

Löwdin population analysis, charges in e, atoms 1 to 8: Cr 0.406; C -0.026; C -0.526; C -0.070; C -0.007; N 0.027; C -0.017; C -0.018

---

Entry from the Open Molecules 2025 dataset: C6H16N as an isolated structure at a distorted geometry (ωB97M-V/def2-TZVPD).

Values from the calculation:
Orbital gap   7.32 eV
HOMO level   -0.5436 Eh
DFT total energy   -292.50316 Eh

```
! wB97M-V def2-TZVPD RIJCOSX def2/J DEFGRID3
* xyz 1 1
C 2.276 -0.030 -0.381
C 1.065 0.860 -0.459
C -0.034 0.378 0.268
C -1.392 0.615 -0.348
C -2.573 0.677 0.682
C -1.796 -0.543 -1.334
N 1.564 2.341 -0.424
H 2.838 0.358 0.460
H 1.711 -0.876 0.007
H 2.915 -0.146 -1.229
H 0.751 0.725 -1.536
H 3.203 -5.953 3.288
H -0.076 0.258 1.308
H -1.431 1.562 -0.979
H -2.642 1.589 1.175
H -2.470 -0.108 1.340
H -3.512 0.693 0.254
H -1.031 -0.585 -2.161
H -1.561 -1.542 -0.943
H -2.777 -0.387 -1.780
H 1.064 2.824 0.466
H 2.644 -5.473 3.564
H 1.265 2.762 -1.237
*
```

Löwdin population analysis, charges in e, atoms 1 to 8: C -0.011; C -0.447; C 0.197; C -0.314; C -0.031; C -0.023; N 0.145; H 0.097

---

Entry from the Open Molecules 2025 dataset: a 12-piece molecular cluster, C52H80BrF12N14O12S4 overall at a distorted geometry (ωB97M-V/def2-TZVPD).

Values from the calculation:
Orbital gap   1.84 eV
HOMO level   -0.3515 Eh
DFT total energy   -9062.91269 Eh

```
! wB97M-V def2-TZVPD RIJCOSX def2/J DEFGRID3
* xyz 3 1
C -8.540 4.035 -9.606
N -7.249 3.503 -9.085
C -7.064 3.436 -7.748
C -5.967 2.739 -7.234
C -5.037 2.171 -8.135
C -5.247 2.362 -9.470
C -6.373 3.025 -9.988
C -3.839 1.529 -7.597
C -2.583 1.695 -8.270
C -1.516 0.881 -7.804
N -1.648 0.069 -6.811
C -2.739 -0.068 -6.076
C -3.869 0.659 -6.488
C -0.515 -0.776 -6.519
H -8.447 4.131 -10.688
H -8.810 5.022 -9.232
H -9.322 3.352 -9.274
H -7.792 3.836 -7.058
H -5.812 2.550 -6.182
H -4.496 1.912 -10.103
H -6.554 3.133 -11.047
H -2.407 2.342 -9.116
H -0.539 0.907 -8.264
H -2.688 -0.751 -5.241
H -4.737 0.406 -5.897
H -0.761 -1.793 -6.825
H -0.177 -0.770 -5.483
H 0.332 -0.418 -7.104
C 1.918 -2.359 -0.976
C 3.040 -1.317 -1.350
N 3.583 -1.838 -2.573
C 4.454 -2.894 -2.677
C 4.903 -2.909 -3.997
N 4.129 -2.006 -4.753
C 3.367 -1.320 -3.849
C 4.004 -1.962 -6.211
H 1.454 -2.118 -0.019
H 2.272 -3.386 -0.892
H 1.140 -2.356 -1.739
H 3.860 -1.199 -0.642
H 2.580 -0.339 -1.490
H 4.835 -3.461 -1.841
H 5.625 -3.540 -4.495
H 2.682 -0.511 -4.054
H 4.508 -1.045 -6.515
H 2.950 -1.868 -6.474
H 4.439 -2.828 -6.710
C 6.879 -0.358 1.503
C 7.420 0.539 0.344
N 6.416 1.246 -0.387
C 5.998 1.144 -1.647
C 4.834 1.904 -1.912
N 4.500 2.490 -0.741
C 5.478 2.112 0.175
C 3.462 3.477 -0.562
H 6.403 0.364 2.167
H 7.575 -0.917 2.129
H 6.114 -1.091 1.249
H 8.019 -0.082 -0.321
H 8.009 1.341 0.790
H 6.551 0.535 -2.348
H 4.293 2.106 -2.825
H 5.556 2.368 1.221
H 3.714 4.204 0.211
H 2.606 3.035 -0.053
H 3.041 3.944 -1.453
C -1.826 -4.082 3.614
C -1.991 -5.449 2.849
N -2.087 -5.186 1.410
C -1.030 -4.879 0.606
C -1.605 -4.755 -0.684
N -2.955 -4.913 -0.671
C -3.287 -5.198 0.616
C -3.938 -4.773 -1.764
H -0.994 -3.466 3.273
H -1.755 -4.362 4.665
H -2.709 -3.469 3.430
H -2.862 -5.986 3.225
H -1.102 -6.051 3.037
H -0.065 -4.636 1.027
H -1.048 -4.554 -1.587
H -4.291 -5.376 0.971
H -4.492 -3.836 -1.706
H -4.539 -5.680 -1.711
H -3.453 -4.639 -2.731
C 0.700 3.841 4.186
C 0.936 5.312 4.216
N 2.326 5.624 4.048
C 3.310 5.167 4.973
C 4.534 5.714 4.437
N 4.281 6.467 3.313
C 2.904 6.388 3.094
C 5.215 7.067 2.428
H 1.262 3.194 4.859
H 0.822 3.419 3.189
H -0.352 3.620 4.369
H 0.569 5.779 5.131
H 0.367 5.686 3.365
H 3.040 4.597 5.849
H 5.577 5.564 4.673
H 2.395 6.916 2.301
H 6.219 6.904 2.818
H 5.075 8.144 2.332
H 5.211 6.616 1.435
C 1.193 -0.124 2.644
C 0.368 0.586 1.603
N -0.813 -0.099 1.116
C -1.782 -0.831 1.781
C -2.791 -1.112 0.910
N -2.435 -0.597 -0.293
C -1.320 0.177 -0.162
C -3.176 -0.876 -1.472
H 0.618 -0.516 3.483
H 2.018 0.450 3.068
H 1.583 -1.088 2.318
H 1.034 0.757 0.757
H 0.158 1.576 2.008
H -1.629 -1.025 2.833
H -3.689 -1.679 1.103
H -0.825 0.880 -0.816
H -3.343 -1.948 -1.574
H -2.586 -0.572 -2.337
H -4.078 -0.277 -1.597
C 3.755 1.893 8.004
C 3.983 1.415 6.528
N 3.504 0.002 6.384
C 4.348 -1.070 6.368
C 3.647 -2.248 6.356
N 2.289 -1.866 6.234
C 2.248 -0.504 6.262
C 1.131 -2.716 6.300
H 3.806 2.980 8.068
H 4.504 1.450 8.662
H 2.879 1.437 8.465
H 5.017 1.465 6.189
H 3.459 2.041 5.806
H 5.413 -0.889 6.354
H 3.960 -3.277 6.256
H 1.347 0.073 6.412
H 1.540 -3.723 6.221
H 0.481 -2.398 5.485
H 0.653 -2.635 7.276
Br -5.407 1.638 -3.458
C -2.020 4.443 -0.926
F -1.630 4.918 -2.108
F -2.859 5.269 -0.441
F -2.477 3.232 -0.998
S -0.474 4.356 0.332
O -0.993 4.428 1.677
O 0.183 3.055 -0.002
O 0.444 5.461 -0.037
C -5.552 -3.048 4.505
F -5.970 -2.057 5.173
F -5.061 -2.730 3.287
F -4.524 -3.616 5.125
S -6.980 -4.318 4.379
O -6.571 -5.460 3.562
O -7.109 -4.742 5.803
O -8.086 -3.484 3.885
C -6.842 -0.848 0.763
F -8.038 -0.231 0.450
F -5.859 -0.194 0.121
F -6.660 -0.974 2.114
S -6.919 -2.581 -0.013
O -6.619 -2.439 -1.473
O -5.912 -3.360 0.673
O -8.341 -3.114 0.151
C 4.207 -3.547 2.536
F 5.254 -4.414 2.531
F 4.559 -2.613 3.429
F 4.243 -2.996 1.341
S 2.514 -4.405 2.890
O 1.480 -3.365 2.668
O 2.385 -5.519 1.937
O 2.585 -4.806 4.297
*
```

Löwdin population analysis, charges in e, atoms 1 to 8: C 0.046; N -0.079; C 0.051; C 0.085; C -0.147; C 0.037; C 0.044; C -0.098

---

Entry from the Open Molecules 2025 dataset: a single C19H20N2O3S molecule at a distorted geometry (ωB97M-V/def2-TZVPD).

Values from the calculation:
SMILES string   Cc1nn(C(C)(C)C)c(OC(=O)c2ccco2)c1Sc1ccccc1
Orbital gap   8.33 eV
HOMO level   -0.2912 Eh
DFT total energy   -1469.41673 Eh

```
! wB97M-V def2-TZVPD RIJCOSX def2/J DEFGRID3
* xyz 0 1
C -1.529 -0.369 3.642
C -1.369 -0.141 2.185
N -2.393 0.015 1.369
N -1.908 0.183 0.139
C -2.785 0.449 -0.998
C -2.561 -0.627 -2.065
C -4.227 0.398 -0.498
C -2.463 1.839 -1.552
C -0.553 0.128 0.147
O 0.152 0.370 -0.995
C 1.252 -0.350 -1.354
O 2.001 0.117 -2.168
C 1.399 -1.692 -0.780
C 0.499 -2.606 -0.275
C 1.241 -3.767 0.011
C 2.529 -3.481 -0.340
O 2.629 -2.247 -0.826
C -0.160 -0.064 1.462
S 1.454 -0.276 2.130
C 2.406 0.825 1.105
C 1.905 2.058 0.717
C 2.665 2.872 -0.102
C 3.925 2.469 -0.512
C 4.434 1.252 -0.092
C 3.677 0.425 0.716
H -2.557 -0.172 3.929
H -0.856 0.282 4.197
H -1.279 -1.399 3.891
H -2.732 -1.617 -1.647
H -1.551 -0.580 -2.462
H -3.257 -0.476 -2.886
H -4.382 1.138 0.281
H -4.449 -0.580 -0.082
H -4.905 0.598 -1.322
H -1.434 1.886 -1.898
H -2.609 2.591 -0.780
H -3.122 2.064 -2.386
H -0.554 -2.472 -0.133
H 0.868 -4.681 0.423
H 3.428 -4.063 -0.284
H 0.923 2.372 1.042
H 2.268 3.824 -0.421
H 4.509 3.104 -1.161
H 5.416 0.935 -0.407
H 4.056 -0.533 1.039
*
```

Löwdin population analysis, charges in e, atoms 1 to 8: C -0.037; C -0.343; N 0.138; N -0.024; C -0.535; C -0.015; C -0.049; C -0.015

---

Entry from the Open Molecules 2025 dataset: a 2-piece molecular cluster, C7H10N3O2 overall at a distorted geometry (ωB97M-V/def2-TZVPD).

Values from the calculation:
Orbital gap (spin up / spin down)   3.65 / 3.66 eV
HOMO level (spin up / spin down)   -0.4416 / -0.4416 Eh
DFT total energy   -587.01970 Eh

```
! wB97M-V def2-TZVPD RIJCOSX def2/J DEFGRID3
* xyz 1 1
C -4.185 -0.865 -0.205
C -3.283 -0.488 -1.189
C -3.687 -0.930 1.116
C -1.937 -0.297 -0.912
C -2.359 -0.679 1.311
C 2.700 0.040 -0.690
C 3.530 2.187 0.814
N -1.567 -0.309 0.320
N 2.837 -1.283 -0.888
N 2.314 0.239 0.672
O 2.842 0.946 -1.503
O 2.610 1.315 1.293
H -5.151 -1.157 -0.302
H -3.588 -0.166 -2.187
H -4.428 -1.390 1.789
H -1.327 -0.108 -1.695
H -1.891 -0.793 2.380
H 4.094 2.602 1.719
H 2.976 2.971 0.122
H 4.256 1.727 0.121
H 2.539 -2.018 -0.253
H 2.704 -1.546 -1.833
*
```

Löwdin population analysis, charges in e, atoms 1 to 8: C -0.036; C -0.052; C -0.061; C -0.172; C -0.173; C -0.519; C -0.030; N 0.030

---

Entry from the Open Molecules 2025 dataset: C44H33Br2N6O4P2SZr as an isolated structure (ωB97M-V/def2-TZVPD).

Values from the calculation:
Orbital gap   5.51 eV
HOMO level   -0.5615 Eh
DFT total energy   -8601.13645 Eh

```
! wB97M-V def2-TZVPD RIJCOSX def2/J DEFGRID3
* xyz 3 1
Zr 1.229 0.651 0.334
S 0.565 -3.978 6.121
N 1.813 -3.039 5.755
C 1.435 -2.292 4.726
C 2.232 -1.312 4.041
C 3.547 -0.996 4.382
C 4.233 -0.049 3.645
C 3.601 0.539 2.566
N 2.334 0.261 2.233
C 1.626 -0.637 2.973
C 0.242 -0.858 2.593
N -0.277 0.013 1.587
C -1.734 0.100 1.649
C -2.353 -1.289 1.646
C -1.896 -2.156 2.828
C -0.493 -1.827 3.212
C 0.112 -2.546 4.297
N -0.492 -3.493 5.013
H 4.010 -1.502 5.220
H 5.251 0.223 3.884
H 4.117 1.253 1.938
H -2.086 0.624 0.741
H -3.439 -1.200 1.647
H -2.530 -2.182 3.714
Br 0.684 3.205 1.478
C 1.869 4.383 0.451
Br 3.671 3.756 0.431
H 1.823 5.345 0.949
H 1.481 4.408 -0.559
O 3.049 -0.176 -0.441
C 3.692 0.051 -1.501
C 3.372 1.021 -2.479
C 4.193 1.076 -3.625
C 3.894 1.966 -4.614
C 2.806 2.833 -4.513
C 1.994 2.795 -3.397
C 2.252 1.893 -2.364
O 1.454 1.872 -1.307
N 4.741 2.008 -5.827
O 4.432 2.813 -6.673
O 5.659 1.222 -5.872
H 4.579 -0.566 -1.671
H 5.050 0.422 -3.734
H 2.620 3.528 -5.322
H 1.150 3.466 -3.308
N -1.514 -0.394 -1.715
P -1.584 1.153 -1.231
C -2.246 0.962 2.793
C -3.612 1.234 2.855
C -4.129 2.028 3.866
C -3.284 2.565 4.829
C -1.924 2.308 4.769
C -1.405 1.512 3.754
C -3.015 1.888 -1.865
C -3.945 1.309 -2.755
C -5.039 2.039 -3.153
C -5.227 3.338 -2.667
C -4.322 3.921 -1.788
C -3.212 3.204 -1.388
P -0.072 -1.270 -1.238
C 0.398 -2.085 -2.766
C 0.109 -3.427 -3.019
C 0.459 -3.983 -4.241
C 1.088 -3.210 -5.207
C 1.368 -1.870 -4.962
C 1.028 -1.308 -3.744
C -0.602 -2.476 -0.020
C 0.312 -3.416 0.276
C 0.088 -4.479 1.252
C -1.024 -4.493 1.985
C -2.027 -3.398 1.878
C -1.962 -2.438 0.649
H -2.221 -0.863 -2.277
H -4.286 0.828 2.107
H -5.191 2.227 3.905
H -3.687 3.179 5.623
H -1.262 2.719 5.519
H -0.341 1.313 3.737
H -3.807 0.308 -3.143
H -5.756 1.613 -3.842
H -6.095 3.900 -2.987
H -4.485 4.926 -1.424
H -2.497 3.646 -0.702
H -0.386 -4.037 -2.276
H 0.236 -5.023 -4.439
H 1.359 -3.650 -6.156
H 1.849 -1.269 -5.722
H 1.240 -0.259 -3.560
H 1.258 -3.437 -0.259
H 0.830 -5.262 1.335
H -1.215 -5.291 2.692
H -3.035 -3.795 1.988
H -2.729 -2.616 -0.110
*
```

Löwdin population analysis, charges in e, atoms 1 to 8: Zr 1.506; S 1.121; N -0.186; C -0.297; C -0.060; C 0.073; C 0.009; C -0.096